No. 1
{
  "formula": "C3H2N2O3S",
  "method": "wB97M-V/def2-TZVPD",
  "e_homo_ev": [-9.41, -8.16],
  "total_charge": 0,
  "max_force_ev_per_a": 2.99,
  "elements": ["S", "O", "O", "O", "N", "N", "C", "C", "C", "H", "H"],
  "coordinates": [[-0.6589, 1.9108, 0.2112], [0.5681, -1.4031, -2.0771], [2.2770, -0.6989, -0.9640], [-1.2973, 0.9141, -2.2248], [-0.3529, 0.7761, 1.4512], [1.0861, -1.0142, -1.0314], [-0.0912, -0.5615, 1.2378], [0.4095, -1.0481, 0.1548], [-0.9911, 1.0539, -1.1143], [-0.0135, -1.0058, 2.1508], [-0.9358, 1.0768, 2.2057]],
  "forces_ev_per_angstrom": [[0.518, 0.995, 0.642], [-0.483, 0.153, 0.332], [0.055, 0.355, 0.252], [0.153, 0.131, -0.048], [-0.607, 1.978, -0.393], [0.695, -0.794, -0.735], [1.090, 1.133, -1.894], [-0.752, -0.152, -0.773], [-0.134, -1.436, -0.413], [-0.098, -1.867, 2.337], [-0.437, -0.497, 0.693]]
}



No. 2
{
  "formula": "C3H2N2OS",
  "method": "wB97M-V/def2-TZVPD",
  "e_homo_ev": -9.47,
  "smiles": "[H]/N=C1\\N=COC1=S",
  "total_charge": 0,
  "max_force_ev_per_a": 7.04,
  "elements": ["S", "O", "N", "N", "C", "C", "C", "H", "H"],
  "coordinates": [[2.6867, 0.0152, -0.0733], [0.6596, -1.4792, 0.2609], [-0.0608, 2.0329, 0.1587], [-1.2618, -0.1216, -0.1142], [1.0966, -0.0965, 0.2327], [-0.7515, -1.3867, -0.0765], [-0.1849, 0.7317, 0.0905], [-1.2770, -2.2657, -0.2044], [-0.9069, 2.5701, -0.2743]],
  "forces_ev_per_angstrom": [[-1.178, 0.953, 0.643], [-3.608, 1.509, -0.915], [-1.905, -1.482, -1.850], [1.309, -4.381, -0.556], [0.584, -2.330, -0.881], [2.441, 6.428, 1.493], [1.870, 2.496, 0.781], [-0.906, -1.689, -0.203], [1.392, -1.502, 1.488]]
}



No. 3
{
  "formula": "C3H2N2S2",
  "method": "wB97M-V/def2-TZVPD",
  "e_homo_ev": -10.26,
  "smiles": "N#CC(S)(S)C#N",
  "total_charge": 0,
  "max_force_ev_per_a": 4.01,
  "elements": ["S", "S", "N", "N", "C", "C", "C", "H", "H"],
  "coordinates": [[-1.2674, -0.6542, -1.2073], [-0.9191, 0.3746, 1.7718], [1.8370, -1.9071, 0.3049], [0.9083, 2.1627, -0.9558], [-0.1561, 0.0958, 0.1032], [1.0072, -1.1168, 0.2632], [0.4518, 1.2145, -0.4902], [-1.7400, 0.5500, -1.8773], [-0.1216, -0.7196, 2.0875]],
  "forces_ev_per_angstrom": [[-0.680, 1.542, -0.657], [1.528, -1.435, -0.550], [0.030, -0.197, 0.152], [-0.177, -0.323, 0.102], [0.822, -3.928, -0.066], [-2.431, 3.045, -0.627], [1.117, 1.951, -0.419], [0.922, -1.667, 1.318], [-1.129, 1.012, 0.747]]
}



No. 4
{
  "formula": "C3H2N2S2",
  "method": "wB97M-V/def2-TZVPD",
  "e_homo_ev": -9.17,
  "smiles": "[H]/N=C1\\N=CSC1=S",
  "total_charge": 0,
  "max_force_ev_per_a": 3.65,
  "elements": ["S", "S", "N", "N", "C", "C", "C", "H", "H"],
  "coordinates": [[-2.8552, -0.3911, -0.1934], [-0.3890, -2.0088, 0.3808], [-0.3494, 1.9179, 0.5323], [1.1653, 0.1429, -0.3701], [-0.1418, 0.7176, 0.0957], [1.2201, -1.1176, -0.2926], [-1.2200, -0.3787, 0.2264], [0.3775, 2.6025, 0.0464], [2.1924, -1.4848, -0.4255]],
  "forces_ev_per_angstrom": [[2.837, 0.679, 1.140], [1.628, 2.349, -1.056], [1.588, -0.489, -3.253], [-2.196, 1.040, 0.145], [0.211, 0.458, 1.025], [-2.773, 1.151, 1.653], [-1.003, -1.643, -1.224], [-1.200, -1.878, 1.859], [0.907, -1.666, -0.290]]
}



No. 5
{
  "formula": "C3H2N2S2",
  "method": "wB97M-V/def2-TZVPD",
  "e_homo_ev": [-8.52, -8.52],
  "smiles": "S=C1C=CN=[N+]1[S-]",
  "total_charge": 0,
  "max_force_ev_per_a": 3.31,
  "elements": ["S", "S", "N", "N", "C", "C", "C", "H", "H"],
  "coordinates": [[2.5267, -1.0965, -0.0185], [1.4481, 2.1791, -0.0103], [0.9829, -0.6920, 0.1131], [-0.0606, -1.4839, -0.0003], [-0.8041, 0.6086, 0.0152], [-1.1331, -0.6930, -0.0682], [0.5908, 0.7073, 0.0963], [-2.0864, -1.0506, -0.1616], [-1.4643, 1.5210, 0.0343]],
  "forces_ev_per_angstrom": [[0.574, -0.532, 0.253], [-0.771, -2.886, 0.388], [0.232, -0.630, -0.742], [2.079, -1.216, 0.205], [-1.804, 2.692, 0.127], [0.854, 1.960, 0.430], [0.081, 3.290, -0.322], [-2.057, -1.269, -0.208], [0.810, -1.409, -0.130]]
}



No. 6
{
  "formula": "C3H2N2S3",
  "method": "wB97M-V/def2-TZVPD",
  "e_homo_ev": -8.71,
  "smiles": "S=C1SN=N/C1=C/S",
  "total_charge": 0,
  "max_force_ev_per_a": 2.55,
  "elements": ["S", "S", "S", "N", "N", "C", "C", "C", "H", "H"],
  "coordinates": [[2.2262, 0.4182, 0.0130], [-0.3559, 1.9574, -0.0129], [-2.6687, -0.2325, -0.0029], [1.0156, -1.7735, -0.0066], [2.1439, -1.3318, -0.0315], [-1.2749, -1.2496, 0.0046], [0.5054, 0.5743, 0.0249], [0.0316, -0.8185, 0.0147], [-3.4705, -1.2806, 0.0570], [-1.4434, -2.3090, -0.0101]],
  "forces_ev_per_angstrom": [[-0.174, -0.134, -0.036], [-0.215, -0.008, 0.073], [0.810, 0.062, 0.042], [-1.012, -0.958, -0.104], [2.496, 0.486, 0.115], [0.689, 1.140, 0.013], [0.240, -0.775, -0.161], [-2.287, 0.896, 0.056], [-0.550, -0.404, -0.022], [0.004, -0.306, 0.023]]
}